No. 1
39
Properties=species:S:1:pos:R:3:forces:R:3 method="wB97M-V/def2-TZVPD" e_homo_ev=-8.84 e_above_lowest_ev=1.675 smiles="CN1C(=O)C[C@]2(C1=O)C(=O)N(CCCC(=O)O)c1ccc(F)cc12" energy_ev=-32770.6957 fmax_ev_per_a=5.566 homo_lumo_gap_ha=0.338
C -0.230719 2.716789 4.006678 -1.6834 0.3014 -0.0172
N -0.757249 2.013898 2.805468 -0.1305 0.8900 0.8274
C -2.067943 2.160100 2.398045 -3.3661 3.1650 1.6035
O -2.788887 3.116577 2.809094 2.2052 -3.3941 -1.5640
C -2.493659 0.914142 1.597804 0.7201 0.6418 0.1674
C -1.109192 0.420079 1.158462 -0.0714 0.0340 -2.3650
C -0.063910 1.048768 2.116664 -1.4653 -1.5895 1.8031
O 0.974678 0.576965 2.486519 0.6078 0.2718 -0.8520
C -0.733531 0.908727 -0.259619 2.2195 5.0823 0.4734
O -0.600464 2.134140 -0.528915 -0.9464 -3.3307 0.1630
N -0.200452 -0.120482 -0.979619 0.4942 2.5539 -2.8047
C 0.037782 0.022497 -2.451316 -0.0468 0.5631 0.2282
C 1.337097 -0.525347 -3.031920 0.7307 0.5979 -1.1173
C 2.454935 0.459909 -2.582726 0.3376 -0.3492 1.7710
C 3.853794 0.185004 -3.120934 -0.6722 -0.3150 -0.4981
O 4.418185 -0.811199 -2.751199 0.5586 0.4063 -0.4366
O 4.345962 1.058168 -4.063285 0.4436 -0.9558 0.6145
C -0.603152 -1.276626 -0.430644 -0.7587 -2.3773 2.2220
C -0.680021 -2.561764 -0.841807 -0.4191 -3.5746 -1.5712
C -1.101256 -3.666661 0.011680 0.1714 1.8897 1.2522
C -1.460280 -3.314146 1.304428 0.5923 0.7373 -1.1159
F -1.871824 -4.232255 2.166028 -0.2051 -0.6247 0.5153
C -1.418136 -1.975007 1.723670 -1.9297 -1.1321 2.5261
C -1.049003 -1.024332 0.869197 0.7033 0.3801 0.6732
H -0.987847 3.361270 4.519501 0.1224 -0.8341 -0.9811
H 0.152628 2.060138 4.763270 0.2505 -0.7730 -0.0571
H 0.513560 3.379423 3.699899 1.4581 0.9395 -0.4812
H -2.940764 0.201724 2.302459 0.2339 0.2203 0.1077
H -3.234510 0.997065 0.780905 0.6008 0.5804 0.4141
H -0.081357 1.064839 -2.827206 0.1674 -0.4787 1.1093
H -0.822266 -0.450885 -2.813069 -1.1211 -1.1384 -1.2581
H 1.278166 -0.472202 -4.174528 -0.2122 0.0212 1.4677
H 1.555665 -1.575704 -2.817711 -0.0274 0.2544 0.3423
H 2.616019 0.349414 -1.447929 -0.4269 0.1626 -1.5471
H 2.052492 1.454904 -2.734623 0.4309 0.3033 -0.2713
H 5.243534 0.728989 -4.337853 -1.0758 0.2743 0.4408
H -0.553907 -2.909090 -1.881160 0.4772 0.6909 0.4387
H -1.110678 -4.744904 -0.178528 0.0477 0.6486 -0.7276
H -1.873491 -1.672925 2.734822 0.9848 -0.7428 -1.4954

---

No. 2
62
Properties=species:S:1:pos:R:3:forces:R:3 method="wB97M-V/def2-TZVPD" e_homo_ev=-6.48 e_above_lowest_ev=0.000 energy_ev=-129336.0780 fmax_ev_per_a=0.272 homo_lumo_gap_ha=0.233
Sn 0.216478 -0.261931 1.142658 -0.1071 -0.0841 0.1207
C 5.845295 -3.747625 -1.511827 0.1390 -0.0065 -0.2092
Si 5.020345 -3.642201 0.155005 0.0269 0.1346 0.0127
C 6.260802 -4.005035 1.503638 0.1560 -0.0270 0.1474
C 3.696247 -4.948145 0.247987 -0.2195 -0.1415 0.0108
C 4.479668 -1.854282 0.419115 -0.2204 0.0117 0.0971
C 5.509354 -0.922479 0.552803 -0.0164 -0.0266 -0.0362
C 5.259142 0.414214 0.830603 -0.0466 0.0299 0.0035
C 3.940407 0.797252 0.988778 -0.0832 -0.2119 -0.0486
N 2.929970 -0.057806 0.843512 0.1830 0.0050 -0.1077
C 3.170985 -1.341417 0.550819 0.0382 0.2025 -0.0248
S 1.700983 -2.295201 0.309688 0.0427 0.1099 0.0802
H 6.204166 -4.762332 -1.716640 -0.0255 0.0986 0.0124
H 6.702644 -3.068639 -1.567524 -0.0747 -0.0628 -0.0319
H 5.144538 -3.464746 -2.303257 0.0635 -0.0251 0.0322
H 6.642785 -5.030260 1.443209 -0.0537 0.1100 -0.0150
H 5.792092 -3.872780 2.483870 0.0631 -0.0293 -0.0434
H 7.116700 -3.325818 1.451745 -0.0402 -0.0639 0.0411
H 4.184437 -5.927712 0.311599 -0.0428 0.0712 -0.0219
H 3.065445 -4.930991 -0.645244 0.0267 -0.0134 0.0988
H 3.057288 -4.813949 1.123965 0.0382 -0.0476 -0.0740
H 6.540745 -1.244799 0.433996 -0.0426 0.0054 0.0335
H 6.061298 1.134038 0.923233 -0.0171 -0.0208 0.0082
H 3.666729 1.820540 1.229456 0.0277 -0.0903 -0.0460
Te -0.254910 1.000007 -1.338290 -0.0450 -0.1072 -0.0399
C -0.962802 -4.491235 0.856568 -0.0314 0.0193 -0.1891
N -1.256338 -4.374863 -0.610017 0.2485 0.0850 0.0702
C -0.247033 -5.114629 -1.422648 -0.0976 0.0739 0.1189
C -1.379462 -2.934393 -1.112839 0.0260 -0.0214 0.1369
C -2.344037 -2.154802 -0.275080 -0.0556 0.0767 -0.0321
C -3.701866 -2.475868 -0.382234 0.0227 0.0619 -0.0020
C -4.643163 -1.815630 0.389356 0.0401 0.0183 0.0098
C -4.214995 -0.816190 1.256671 0.0776 0.0205 -0.0183
C -2.863578 -0.501488 1.344597 -0.0445 -0.0418 -0.0174
C -1.875157 -1.159126 0.594692 -0.0393 -0.1149 0.1023
H -0.998179 -5.546532 1.121247 0.0052 0.0199 -0.0087
H -1.707992 -3.926990 1.408657 -0.0241 0.0001 -0.0251
H 0.025349 -4.081162 1.046388 0.0663 0.0357 -0.0175
H -2.172180 -4.794424 -0.751518 -0.0694 -0.0351 -0.0612
H 0.725805 -4.673408 -1.215369 0.0051 0.0298 0.0072
H -0.490061 -5.001489 -2.476287 -0.0146 -0.0065 0.0114
H -0.254610 -6.163860 -1.139950 0.0012 -0.0230 0.0144
H -1.698524 -3.034196 -2.151143 -0.0292 0.0116 -0.0071
H -0.383484 -2.496424 -1.084282 0.0505 -0.0444 -0.0079
H -4.032857 -3.229992 -1.096930 0.0219 0.0430 0.0314
H -5.694882 -2.059555 0.302431 0.0332 0.0056 0.0070
H -4.938745 -0.278462 1.859571 0.0353 -0.0186 -0.0282
H -2.563247 0.290898 2.030806 -0.0475 -0.0803 -0.0420
C -0.374931 4.834519 -1.247387 -0.1776 0.1129 -0.0916
Si 1.308939 4.242909 -0.726264 -0.0433 -0.0846 -0.0944
C 1.342543 4.028543 1.119783 0.0393 -0.0414 0.2571
C 2.598543 5.476731 -1.267182 0.1421 0.1105 -0.0489
Se 1.866788 2.306810 -1.789792 0.1106 -0.0181 -0.0783
H -0.523701 5.868109 -0.913162 -0.0215 -0.0838 -0.0251
H -1.165959 4.212902 -0.821091 0.0625 0.0413 -0.0432
H -0.469608 4.805110 -2.336786 -0.0146 0.0293 0.0866
H 1.173180 4.990781 1.617546 -0.0096 -0.1021 -0.0198
H 2.304244 3.632299 1.459795 -0.1049 0.0651 -0.0083
H 0.557962 3.333599 1.434695 0.0724 0.0305 0.0096
H 2.461237 6.421462 -0.730281 0.0361 -0.0465 -0.0592
H 2.500411 5.671431 -2.338662 0.0404 0.0197 0.0667
H 3.615461 5.120315 -1.077996 -0.0827 0.0311 -0.0040

---

No. 3
14
Properties=species:S:1:pos:R:3:forces:R:3 method="wB97M-V/def2-TZVPD" e_homo_ev=-9.45 e_above_lowest_ev=2.379 smiles="C[C@H]1CCC1=O" energy_ev=-7359.8760 fmax_ev_per_a=1.358 homo_lumo_gap_ha=0.380
C 1.852292 -0.517836 0.471850 -0.4801 -0.0131 -0.9831
C 0.555186 0.186437 -0.337758 0.5848 0.0331 0.7667
C -0.896599 -0.052983 -1.208284 0.4066 -0.2910 0.1247
C -1.701420 0.265057 0.079957 0.0760 0.0519 0.1084
C -0.387570 0.360931 0.819080 -0.0244 0.1416 0.9326
O -0.108150 0.240090 1.983966 -0.7913 0.3995 0.0328
H 2.072502 0.024890 1.426418 -0.7844 0.0499 -1.1070
H 1.704432 -1.550523 0.818386 -0.1908 0.2185 -0.5512
H 2.762264 -0.432713 -0.115400 -0.0627 -0.3045 -0.3225
H 1.000348 1.049127 -0.845478 -0.2481 0.1659 0.5692
H -1.090620 0.734488 -1.966354 0.8357 -0.4196 0.3983
H -1.155011 -1.003965 -1.682736 0.3918 -0.0142 0.3316
H -2.241612 1.218765 0.096310 0.0515 -0.2000 -0.2259
H -2.366046 -0.521764 0.460043 0.2354 0.1819 -0.0744

---

No. 4
79
Properties=species:S:1:pos:R:3:forces:R:3 method="wB97M-V/def2-TZVPD" e_homo_ev="-17.83 / -17.63" e_above_lowest_ev=2.071 energy_ev=-81332.2610 total_charge=+4 fmax_ev_per_a=2.802 homo_lumo_gap_ha="0.180 / 0.128"
Pb 0.243902 -0.595932 -0.829813 0.6488 -0.3026 0.1320
P 0.071216 1.715656 2.724461 -1.2086 0.4365 0.6307
P 1.059381 2.147293 -1.818246 0.1271 1.0024 -0.8206
P 0.265267 -2.775695 1.339778 -0.6260 -1.0761 0.7556
H 5.304042 -3.591959 -7.271875 -0.2347 -0.3800 0.0328
C 4.648036 -4.440134 -7.038683 2.5034 0.2724 1.2292
C 3.421649 -4.531625 -7.571081 -2.4469 -0.1575 -1.0636
H 3.044644 -3.758500 -8.252414 0.1463 -0.3736 0.2143
C 1.695590 1.143929 2.232857 0.1216 -0.5143 -0.5777
C -0.016753 3.496302 2.793653 0.2731 0.6191 0.2763
C -0.483342 1.042635 4.284900 0.2898 -0.0964 0.5115
C 0.956907 1.885646 -3.631486 -0.1402 -0.4467 0.0081
C 0.024971 3.659336 -1.635425 -0.3483 -0.1032 0.3257
C 2.735359 2.883445 -1.708030 0.2270 -0.4085 0.3557
C 0.189937 -4.415592 0.521316 0.0454 0.1835 -0.5001
C -1.215751 -2.919946 2.425917 -0.1434 0.3440 -0.2139
C 1.581086 -3.100441 2.581652 0.4040 0.5614 -0.2312
H 5.060671 -5.218517 -6.385584 -0.1956 0.2629 -0.2982
H 2.766965 -5.390243 -7.381114 0.2789 0.3214 -0.0542
H 2.428889 1.511827 2.965535 -0.3058 0.0863 0.0757
H 1.997944 1.519083 1.241807 -0.2647 -0.0080 0.2745
H 1.754904 0.044239 2.216564 -0.1387 0.3033 0.0558
H 0.154400 3.789426 3.841142 0.1066 0.1777 -0.3446
H -0.997302 3.871822 2.461564 0.4615 -0.1248 0.0684
H 0.749999 3.946986 2.149360 -0.1667 -0.0198 0.1968
H -0.096992 1.720592 5.059149 0.0174 -0.4180 0.0800
H -0.096482 0.024277 4.421199 -0.0374 0.2669 0.0833
H -1.578982 1.015122 4.368890 0.4069 0.0667 -0.1577
H 1.054615 2.848275 -4.153942 0.0157 -0.3105 0.1406
H -0.006867 1.425011 -3.885547 0.1749 0.1654 -0.0553
H 1.754593 1.201455 -3.951232 -0.1397 0.2045 0.0032
H 0.659307 4.551788 -1.534569 -0.2176 -0.2769 -0.1056
H -0.598965 3.558545 -0.735920 0.0451 0.2374 -0.2568
H -0.632800 3.773094 -2.508283 0.1512 0.0156 0.3095
H 2.929788 3.524801 -2.580443 -0.1356 -0.1587 0.2874
H 3.479270 2.077981 -1.677205 -0.0085 0.2638 -0.0270
H 2.822153 3.480183 -0.790278 0.0706 -0.1248 -0.2340
H 0.258497 -5.219807 1.269013 -0.0348 0.2871 -0.2328
H 1.018076 -4.500021 -0.194442 -0.1709 -0.1666 0.1823
H -0.751391 -4.505798 -0.037064 0.2455 -0.0229 0.1203
H -1.056586 -3.688697 3.197223 -0.0766 0.2403 -0.2744
H -2.085274 -3.188761 1.809974 0.1701 0.0519 0.2436
H -1.417872 -1.948927 2.902229 -0.0174 -0.3041 0.0287
H 1.598236 -4.166906 2.854997 -0.0850 0.4035 -0.0838
H 1.411715 -2.493716 3.482543 0.0907 -0.1849 -0.2022
H 2.549599 -2.821072 2.148302 -0.0547 -0.1810 0.2528
C 1.394586 -2.378866 -3.532374 0.0445 0.2171 -0.7909
C 2.490633 -2.539619 -2.653136 0.8246 0.2432 0.2094
C 3.795236 -2.469465 -3.122954 -0.2010 -0.0067 0.4258
C 4.033157 -2.280539 -4.486630 0.2668 -0.4438 0.0812
C 2.957587 -2.205675 -5.381501 -0.5085 -0.4903 -0.5465
C 1.647637 -2.250989 -4.920718 -0.0534 0.0316 0.1485
S -0.211425 -2.306097 -2.923713 0.1943 0.0100 0.2454
H 2.041038 -0.554278 -0.304320 -0.4239 -0.1878 -0.3869
H 2.295317 -2.635162 -1.581721 0.1693 -0.2245 -0.3875
H 4.630406 -2.564997 -2.430986 -0.1938 0.0289 -0.1661
H 5.052953 -2.231456 -4.862676 -0.1533 0.0791 0.1263
H 3.157591 -2.173726 -6.454711 -0.1369 0.5035 0.3820
H 0.814189 -2.181123 -5.617815 0.1579 0.0369 0.1854
C -4.569724 0.997290 4.741424 0.0190 -0.1954 -0.1299
C -4.396528 2.411548 4.227089 -0.1639 0.5501 0.1162
N -3.320099 2.523358 3.177814 0.9519 -0.9454 -0.5028
C -3.135101 1.624289 2.206195 -1.2105 0.2367 0.6596
S -1.532971 1.259530 1.413302 -0.5395 -0.3611 -0.7580
N -4.180845 0.942117 1.695216 1.9771 0.8988 -0.5621
C -5.526070 1.578027 1.448248 -0.4313 -0.4417 0.4402
C -5.452816 2.947039 0.806746 0.4185 0.0213 -0.1503
H -4.874627 0.307277 3.944413 -0.0414 0.1170 0.3776
H -5.343760 1.006207 5.518254 0.2020 -0.0628 -0.1821
H -3.637006 0.624941 5.183398 -0.2353 0.0395 0.0320
H -5.333413 2.823649 3.826965 0.3416 -0.0438 0.0989
H -4.074424 3.075430 5.041440 -0.0697 -0.1206 -0.3497
H -2.521027 3.120150 3.393368 -0.6003 -0.2151 0.0225
H -3.891702 0.234632 1.016674 -0.3863 0.0946 0.3194
H -6.053738 0.855764 0.816264 0.1180 0.1739 0.1568
H -6.056614 1.616137 2.405384 0.0496 -0.1396 -0.2352
H -4.952473 2.871926 -0.169771 -0.2693 0.1907 0.2018
H -6.466501 3.341362 0.680443 0.1991 -0.1430 -0.0826
H -4.903608 3.658906 1.433651 -0.1399 -0.0654 -0.1398